No. 1
Molecular formula: C5H10O3
Method: DFT, ωB97M-V/def2-TZVPD

Structure (XYZ):
```
18
Properties=species:S:1:pos:R:3:mulliken_charge:R:1
C -2.333 0.303 -0.764 -1.172
C -1.119 0.765 0.078 0.047
O -1.381 0.953 1.390 -0.535
C 0.176 -0.428 -0.050 -0.106
O -0.181 -1.439 0.769 -0.556
C 1.529 0.165 0.479 -0.120
C 2.727 -0.228 -0.269 -0.323
O 2.314 1.048 -0.321 -0.423
H -3.245 0.760 -0.417 0.396
H -2.075 0.626 -1.849 0.296
H -2.382 -0.873 -0.771 0.238
H -0.585 1.652 -0.355 0.375
H -2.032 0.351 1.733 0.337
H 0.149 -0.725 -1.086 0.391
H 0.552 -2.074 0.718 0.339
H 1.591 0.313 1.624 0.312
H 3.637 -0.396 0.331 0.259
H 2.657 -0.772 -1.237 0.243
```

Values from the calculation:
SMILES string ... C[C@@H](O)[C@H](O)[C@H]1CO1
HOMO level ... -9.14 eV
M ... 118.1 Da
Energy relative to the best compared isomer or geometry (same formula, charge and spin) ... 3.419 eV
Kohn-Sham gap ... 9.9044 eV


No. 2
Molecular formula: C4H6N2O
Method: DFT, ωB97M-V/def2-TZVPD

Structure (XYZ):
```
13
Properties=species:S:1:pos:R:3:mulliken_charge:R:1
C 1.485 -0.201 0.758 -0.809
C 0.959 0.693 -2.306 -0.161
N -0.031 0.225 -1.872 -0.046
C -1.052 -0.165 -1.024 -0.581
C -0.894 0.097 0.289 0.542
O -1.845 -0.121 1.223 -0.460
N 0.280 0.627 0.838 -0.324
H 1.529 -0.839 -0.137 0.313
H 1.543 -0.839 1.647 0.258
H 2.367 0.448 0.735 0.321
H -1.918 -0.640 -1.474 0.316
H -2.659 -0.426 0.800 0.324
H 0.434 1.586 0.565 0.306
```

Values from the calculation:
HOMO level ... -9.20 eV
M ... 98.1 Da
Energy relative to the best compared isomer or geometry (same formula, charge and spin) ... 2.789 eV
Kohn-Sham gap ... 9.7615 eV


No. 3
Molecular formula: C5H9F2N
Method: DFT, ωB97M-V/def2-TZVPD

Structure (XYZ):
```
17
Properties=species:S:1:pos:R:3:mulliken_charge:R:1
C -0.370 0.666 0.805 -0.185
C 0.056 -0.386 -0.138 1.048
C -1.425 -0.172 0.110 0.528
C 0.910 -1.589 0.208 -1.515
C 0.547 0.065 -1.522 -1.857
N -0.442 2.032 0.733 -0.323
F -2.084 -1.199 0.631 -0.299
F -2.135 0.404 -0.905 -0.297
H 0.361 0.333 3.253 0.022
H 0.670 -2.522 -0.354 0.345
H 0.745 -2.042 1.262 0.347
H 1.914 -1.380 0.150 0.446
H 1.471 0.467 -1.291 0.487
H 0.069 0.946 -2.012 0.335
H 0.467 -0.716 -2.141 0.507
H -1.204 2.650 0.591 0.205
H 0.450 2.443 0.620 0.207
```

Values from the calculation:
HOMO level (alpha / beta) ... -9.84 / -7.59 eV
M ... 121.1 Da
Energy relative to the best compared isomer or geometry (same formula, charge and spin) ... 5.650 eV
Kohn-Sham gap (alpha / beta) ... 10.0461 / 7.4235 eV


No. 4
Molecular formula: C3H34O16S
Method: DFT, ωB97M-V/def2-TZVPD

Structure (XYZ):
```
54
Properties=species:S:1:pos:R:3:mulliken_charge:R:1
O -0.202 -0.782 0.793 -0.447
C 0.814 -0.344 0.326 0.803
O 1.814 -0.011 1.198 -0.492
C 1.310 -0.171 -1.094 0.536
C 1.034 -1.404 -1.954 -0.316
S 2.334 -2.690 -1.739 -0.253
H 1.468 -0.020 2.107 0.277
H 0.927 0.735 -1.542 -0.223
H 2.364 0.043 -0.917 -0.140
H 1.247 -1.069 -2.966 0.477
H 0.117 -1.901 -1.730 -0.174
H 3.337 -1.850 -1.444 0.110
H -4.117 -2.688 1.545 0.252
H -2.575 -2.528 1.239 0.450
O -3.431 -2.032 1.409 -0.666
H 2.945 2.844 -0.501 0.488
H 3.349 2.118 -1.751 0.309
O 3.714 2.742 -1.113 -0.801
H -2.723 -0.110 -4.036 0.233
H -2.097 0.583 -2.798 0.467
O -2.197 -0.274 -3.259 -0.648
H 1.338 2.032 0.811 0.281
H 0.865 3.357 0.080 0.364
O 1.277 2.480 -0.040 -0.602
H -1.835 -3.126 -0.386 0.486
H -0.677 -2.969 0.564 0.308
O -1.498 -3.464 0.478 -0.752
H -3.155 -0.727 2.382 0.395
H -3.817 0.475 3.281 0.235
O -3.021 0.080 2.929 -0.617
H -0.340 1.732 -3.351 0.332
H -0.605 1.838 -1.744 0.230
O -0.891 2.041 -2.633 -0.682
H -2.232 -1.693 -2.292 0.366
H -3.275 -2.836 -2.257 0.249
O -2.400 -2.598 -1.943 -0.651
H -3.211 0.520 -0.416 0.380
H -2.064 1.526 -0.187 0.162
O -2.824 1.340 -0.746 -0.599
H 3.505 -1.481 1.922 0.316
H 3.379 -2.769 2.628 0.317
O 3.921 -1.970 2.645 -0.651
H 1.063 -1.445 4.268 0.282
H -0.448 -0.985 4.033 0.297
O 0.478 -0.790 3.882 -0.604
H -1.822 1.073 1.290 0.183
H -1.381 1.532 2.681 0.303
O -1.461 1.816 1.771 -0.566
H -1.344 4.176 -0.709 0.318
H -1.058 3.851 0.781 0.310
O -0.723 4.331 0.009 -0.726
H 5.570 -0.015 -0.553 0.256
H 4.584 1.214 -0.577 0.394
O 4.670 0.261 -0.372 -0.558
```

Values from the calculation:
HOMO level ... -9.18 eV
M ... 358.4 Da
Energy relative to the best compared isomer or geometry (same formula, charge and spin) ... 0.242 eV
Kohn-Sham gap ... 9.2755 eV


No. 5
Molecular formula: C5H6N
Method: DFT, ωB97M-V/def2-TZVPD

Structure (XYZ):
```
12
Properties=species:S:1:pos:R:3:mulliken_charge:R:1
C -0.305 -0.816 2.052 -0.683
C 0.114 -0.146 1.040 0.591
N 0.693 0.927 0.642 -0.259
C 0.670 1.359 -0.554 0.041
C 0.222 0.561 -1.677 -0.432
C -0.321 -0.611 -1.354 -0.348
H -0.365 -0.445 3.071 0.303
H -0.709 -1.762 2.181 0.328
H 0.987 2.392 -0.526 0.465
H 0.126 0.918 -2.635 0.439
H -0.038 -1.064 -0.391 0.239
H -1.074 -1.313 -1.849 0.317
```

Values from the calculation:
Charge ... +1
SMILES string ... C=C=[N+]=CC=C
HOMO level ... -15.24 eV
M ... 80.1 Da
Energy relative to the best compared isomer or geometry (same formula, charge and spin) ... 4.355 eV
Kohn-Sham gap ... 9.2293 eV


No. 6
Molecular formula: C21H51BF4GeO6Si3Ti
Method: DFT, ωB97M-V/def2-TZVPD

Structure (XYZ):
```
88
Properties=species:S:1:pos:R:3:mulliken_charge:R:1
Ti 0.154 -0.508 1.097 -0.528
C 1.903 -4.369 2.141 -0.803
C 0.880 -3.963 3.158 -0.765
O 0.066 -2.886 2.683 -0.226
C -1.290 -2.995 3.077 -0.749
C -2.229 -2.346 2.078 -0.441
O -1.703 -0.942 1.824 0.470
C -2.520 0.243 2.369 -0.361
C -1.689 0.795 3.477 -0.877
O -0.341 1.000 2.977 -0.270
C 0.543 1.078 4.082 -0.893
C 1.890 1.197 3.461 -0.770
O 1.965 0.118 2.498 0.048
C 3.319 0.026 2.058 -1.023
C 3.391 0.089 0.532 -0.274
O 2.620 -0.985 -0.020 -0.387
C 3.518 -2.095 -0.167 -0.851
C 2.841 -3.348 0.272 -0.332
O 2.622 -3.247 1.664 -0.251
H 1.389 -4.949 1.350 0.370
H 2.530 -5.086 2.695 0.394
H 1.341 -3.661 4.095 0.281
H 0.280 -4.870 3.366 0.488
H -1.419 -2.534 4.074 0.132
H -1.551 -4.060 3.194 0.656
H -3.202 -2.143 2.506 0.476
H -2.333 -2.809 1.069 0.091
H -3.513 -0.124 2.643 0.563
H -2.577 0.925 1.503 -0.258
H -1.642 0.074 4.315 0.347
H -2.062 1.717 3.949 0.490
H 0.363 0.203 4.694 0.495
H 0.346 1.974 4.709 0.340
H 2.695 1.013 4.175 0.503
H 2.019 2.161 2.924 0.331
H 3.635 -0.940 2.470 0.160
H 3.949 0.809 2.452 0.665
H 4.448 -0.042 0.210 0.535
H 2.960 1.003 0.164 -0.137
H 4.438 -1.957 0.447 0.440
H 3.762 -2.161 -1.246 0.227
H 3.503 -4.150 0.001 0.609
H 1.894 -3.509 -0.278 -0.051
C -2.373 3.874 0.014 -1.016
Si -0.695 3.370 -0.672 0.445
C -0.578 4.503 -2.164 -1.167
C 0.661 3.870 0.536 -0.925
Ge -0.487 0.894 -1.013 0.910
Si 0.894 1.007 -3.040 0.878
C 0.170 1.771 -4.618 -1.202
C 2.380 2.048 -2.562 -0.882
C 1.378 -0.727 -3.575 -0.727
Si -2.386 0.424 -2.438 0.606
C -3.112 1.944 -3.353 -1.084
C -3.643 0.064 -1.097 -0.839
C -2.411 -0.993 -3.669 -0.992
H -2.301 4.966 0.190 0.461
H -2.598 3.301 0.935 0.212
H -3.242 3.683 -0.689 0.227
H -0.787 5.504 -1.716 0.372
H -1.346 4.284 -2.950 0.283
H 0.399 4.562 -2.696 0.342
H 1.115 4.886 0.250 0.427
H 1.480 3.120 0.603 -0.017
H 0.284 3.970 1.556 0.416
H -0.165 2.814 -4.493 0.284
H -0.694 1.215 -5.012 0.302
H 1.019 1.783 -5.389 0.381
H 2.079 2.831 -1.827 0.064
H 2.722 2.557 -3.523 0.402
H 3.194 1.409 -2.174 0.329
H 0.781 -1.513 -3.102 -0.035
H 2.456 -0.847 -3.334 0.294
H 1.272 -0.848 -4.672 0.429
H -3.470 2.722 -2.619 0.222
H -4.023 1.530 -3.853 0.387
H -2.448 2.389 -4.086 0.322
H -4.029 0.976 -0.609 0.376
H -3.319 -0.589 -0.273 -0.207
H -4.530 -0.470 -1.517 0.499
H -2.034 -1.952 -3.345 0.217
H -1.844 -0.645 -4.542 0.280
H -3.488 -1.148 -3.941 0.444
F -1.985 -2.761 -1.147 -0.251
B -0.838 -3.452 -1.001 0.471
F 0.043 -3.303 -1.990 -0.231
F -0.821 -4.569 -0.330 -0.126
F 0.127 -2.201 0.207 0.562
```

Values from the calculation:
Charge ... +1
HOMO level (alpha / beta) ... -8.94 / -10.37 eV
2S+1 ... 4
M ... 691.2 Da
<S²> ... 3.76
Energy relative to the best compared isomer or geometry (same formula, charge and spin) ... 0.000 eV
Kohn-Sham gap (alpha / beta) ... 6.9548 / 5.2311 eV